Molecular formula: C7H14ClNO
Method: DFT, ωB97M-V with the def2-TZVPD basis set

- Orbital gap: 2.796 eV
- Relative energy (zero: lowest compared OMol25 entry of this formula, charge and spin): 321.7 kJ/mol
- HOMO level: -4.816 eV
- E_tot: -865.11782 Ha

CARTESIAN COORDINATES (ANGSTROEM)
C 1.242 1.710 -0.170
C -0.069 1.449 -0.911
Cl 0.227 0.754 -2.514
C -1.147 0.614 -0.219
C -0.742 -0.657 0.513
C 0.144 -1.732 -0.129
C 1.428 -1.658 0.743
C 0.925 -1.129 2.000
N -0.196 -0.558 1.880
H 1.205 1.464 0.883
H 1.509 2.752 -0.244
H 2.042 1.174 -0.657
H -0.531 2.404 -1.094
H -1.823 0.288 -0.998
H -1.697 1.261 0.458
H -1.708 -1.141 0.654
H -0.309 -2.675 0.136
H 0.261 -1.592 -1.187
H 2.001 -2.563 0.890
H 2.101 -0.943 0.273
H 1.454 -1.210 2.931
H -0.726 -0.111 2.620
O -3.153 1.350 -3.036
H -2.437 0.749 -2.821